Computed, not measured: a molecular structure, C40H39N2O5PSeTi at a distorted geometry, with ωB97M-V/def2-TZVPD.

Summary:
**Charge**: +1
**Gap between HOMO and LUMO (alpha / beta)**: 5.60 / 5.36 eV
**Relative energy (zero: lowest compared OMol25 entry of this formula, charge and spin)**: 1.203 eV
**2S+1**: 2
**Expectation value of S²**: 0.77

Each line ends with the Löwdin spin population.
CARTESIAN COORDINATES (ANGSTROEM)
Ti  0.35  0.07  0.53  0.695
O  1.97  -3.50  1.60  0.033
C  1.40  -2.32  1.57  0.059
O  1.01  -1.80  0.52  -0.004
C  1.22  -1.54  2.78  0.051
C  1.50  -1.83  4.10  0.002
C  1.21  -0.87  5.06  0.055
C  0.67  0.36  4.68  -0.001
C  0.42  0.58  3.35  0.044
N  0.67  -0.36  2.43  0.017
C  -0.10  1.84  2.69  0.004
O  -0.43  2.83  3.25  0.006
O  -0.10  1.64  1.35  -0.012
H  2.05  -3.84  0.70  0.000
H  1.93  -2.79  4.36  -0.001
H  1.41  -1.07  6.10  0.003
H  0.47  1.14  5.40  -0.001
C  0.57  3.01  -1.45  0.001
C  -0.79  3.69  -1.53  0.000
C  -1.23  4.21  -0.17  0.000
C  -1.83  2.76  -2.15  0.000
C  -3.15  3.48  -2.51  0.000
O  -4.16  2.81  -1.72  0.000
C  -3.52  1.81  -1.08  0.000
N  -2.27  1.69  -1.24  -0.002
C  -4.37  0.90  -0.29  0.000
C  -5.72  1.19  -0.13  0.000
C  -6.55  0.31  0.54  0.000
C  -6.03  -0.88  1.03  0.000
C  -4.68  -1.17  0.87  0.000
C  -3.84  -0.27  0.22  -0.001
P  -2.07  -0.66  -0.10  0.003
C  -1.91  -2.15  0.97  0.007
C  -2.01  -1.92  2.35  0.006
C  -1.91  -2.96  3.26  0.000
C  -1.68  -4.26  2.81  0.008
C  -1.56  -4.49  1.44  0.001
C  -1.67  -3.45  0.53  0.005
C  -2.04  -1.29  -1.80  -0.002
C  -1.21  -0.69  -2.73  0.001
C  -1.14  -1.18  -4.03  0.000
C  -1.92  -2.26  -4.40  0.000
C  -2.79  -2.84  -3.48  0.000
C  -2.86  -2.36  -2.18  0.000
H  1.32  3.67  -1.01  0.000
H  0.93  2.69  -2.43  0.000
H  0.51  2.12  -0.81  0.001
H  -0.71  4.54  -2.23  0.000
H  -1.32  3.38  0.54  0.000
H  -2.19  4.73  -0.20  0.000
H  -0.49  4.91  0.23  0.000
H  -1.40  2.29  -3.04  0.000
H  -3.42  3.40  -3.56  0.000
H  -3.14  4.53  -2.22  0.000
H  -6.10  2.12  -0.53  0.000
H  -7.60  0.55  0.67  0.000
H  -6.67  -1.60  1.53  0.000
H  -4.31  -2.11  1.25  0.000
H  -2.20  -0.92  2.71  0.001
H  -2.01  -2.76  4.32  0.000
H  -1.60  -5.07  3.51  0.000
H  -1.38  -5.50  1.09  0.000
H  -1.57  -3.66  -0.53  0.000
H  -0.65  0.20  -2.47  0.001
H  -0.48  -0.71  -4.75  0.000
H  -1.86  -2.65  -5.40  0.000
H  -3.42  -3.68  -3.77  0.000
H  -3.56  -2.79  -1.48  0.000
C  8.13  0.57  -0.25  0.000
C  6.64  0.52  -0.49  0.000
C  6.11  0.20  -1.72  0.000
C  4.74  0.14  -1.96  0.000
C  4.25  -0.21  -3.34  0.000
C  3.87  0.43  -0.90  0.002
Se  1.99  0.29  -1.32  0.004
C  4.37  0.80  0.35  0.000
C  3.50  1.22  1.49  0.008
C  5.75  0.83  0.53  0.000
H  8.68  0.27  -1.14  0.000
H  8.42  -0.11  0.56  0.000
H  8.45  1.57  0.03  0.000
H  6.79  -0.03  -2.54  0.000
H  5.09  -0.39  -4.01  0.000
H  3.65  0.60  -3.76  0.000
H  3.62  -1.10  -3.32  0.000
H  2.51  0.78  1.40  0.004
H  3.37  2.30  1.50  0.000
H  3.92  0.92  2.45  0.000
H  6.14  1.11  1.51  0.000